# 1
ORCA calculation (the ωB97M-V functional and the def2-TZVPD basis) on one molecule with the formula C4H5NO2 in a non-equilibrium geometry.

```
12
Properties=species:S:1:pos:R:3:forces:R:3
H -2.2982 0.1758 -0.7419 1.13 -0.30 0.88
C 0.1758 1.2599 -0.1684 -0.94 1.97 3.18
N 2.0437 0.0153 -0.1801 -1.01 0.80 -0.79
H 1.2999 -1.9192 -0.1755 -0.72 -0.04 0.31
O -0.5568 2.2594 -0.0841 2.09 -2.66 -1.03
C 0.9631 -0.8927 -0.0805 0.96 1.20 -0.26
H -2.0230 -0.1101 1.0137 -0.19 -0.01 0.02
C -0.1577 -0.1750 -0.0403 -3.26 0.33 -1.34
O 1.5423 1.3277 0.0897 -0.70 -0.31 -1.63
C -1.7006 -0.4094 0.0208 0.44 -1.34 -1.20
H -2.0001 -1.4849 -0.1768 0.56 1.11 0.50
H 2.7116 -0.0468 0.5235 1.65 -0.74 1.36
```
Positions in Å, forces in eV/Å.

Results
SMILES = Cc1c[nH]oc1=O
HOMO-LUMO gap = 9.9859 eV
F_max = 0.0750 Eh/bohr
HOMO = -9.4 eV
Charge = 0

These are the Löwdin partial charges, in e, on atoms 1 to 5: 0.096, -0.398, 0.023, 0.133, 0.076

# 2
ORCA calculation (the ωB97M-V functional and the def2-TZVPD basis) on one molecule with the formula C4H5NO2.

```
12
Properties=species:S:1:pos:R:3:forces:R:3
C -0.4961 1.0241 -0.4917 -0.48 0.06 -0.17
H -1.2398 1.6095 -1.0300 0.11 -0.09 0.08
O 0.3973 1.7381 0.3832 0.04 0.09 0.13
H -0.5245 -2.3456 0.5951 0.05 0.14 -0.08
H -1.6527 -0.0680 1.1528 0.11 -0.01 -0.17
C -0.2337 -1.4527 0.0486 -0.02 -0.20 -0.13
H 0.0829 -1.5973 -0.9790 -0.05 0.00 0.17
O 0.6232 0.5309 -1.2410 -0.02 -0.03 -0.01
H 2.2477 0.6404 0.1915 -0.16 -0.02 -0.06
C -0.8667 -0.1706 0.4107 -0.27 0.08 0.03
C 1.1671 0.5746 0.0826 0.53 -0.07 0.11
N 0.4953 -0.4833 0.8772 0.16 0.06 0.09
```
Positions in Å, forces in eV/Å.

Results
HOMO-LUMO gap = 11.1071 eV
F_max = 0.0106 Eh/bohr
HOMO = -10.1 eV
Charge = 0

These are the Löwdin partial charges, in e, on atoms 1 to 5: -0.236, 0.164, 0.029, 0.110, 0.142

# 3
ORCA calculation (the ωB97M-V functional and the def2-TZVPD basis) on one molecule with the formula C4H5NO2.

```
12
Properties=species:S:1:pos:R:3:forces:R:3
C 0.2061 1.3179 0.1161 -0.30 -0.13 -0.02
N 0.8005 -0.7754 0.1647 -0.03 -0.05 0.16
O 1.4249 1.2403 0.7612 0.17 -0.29 0.14
H 0.7395 -1.7788 0.1238 0.17 0.10 0.11
C -0.2065 0.1011 -0.2407 -0.10 0.19 0.19
H -1.5060 -0.7294 -1.7727 0.08 0.03 0.12
H -1.9039 -1.1524 -0.0937 -0.02 0.09 -0.14
O 2.7338 -0.5187 1.4555 -0.44 0.29 -0.31
C -1.5271 -0.3554 -0.7447 -0.09 -0.01 -0.04
H -2.2303 0.4789 -0.6898 0.06 -0.13 -0.10
H -0.3012 2.2685 0.0495 0.30 -0.07 0.05
C 1.7701 -0.0965 0.8707 0.20 -0.01 -0.16
```
Positions in Å, forces in eV/Å.

Results
SMILES = Cc1coc(=O)[nH]1
HOMO-LUMO gap = 9.3151 eV
F_max = 0.0120 Eh/bohr
HOMO = -8.6 eV
Charge = 0

These are the Löwdin partial charges, in e, on atoms 1 to 5: -0.056, 0.166, 0.081, 0.165, -0.304